No. 1
# C5H8O3

A 2-piece molecular cluster, C5H8O3 overall in a non-equilibrium geometry (wB97M-V/def2-TZVPD, the Open Molecules 2025 dataset).

The geometry in ORCA input format:
```
! wB97M-V def2-TZVPD RIJCOSX def2/J DEFGRID3
* xyz 0 1
O -1.1312 2.1563 0.1817
C -0.7687 1.2988 0.9513
O -1.6043 0.6422 1.7745
O 0.4882 1.2855 1.4918
H -2.5165 0.8114 1.4946
H 1.0098 1.9967 1.0909
C -1.1746 -0.2645 -1.8689
C -0.4309 -0.5765 -0.8496
C 0.4009 -1.2214 -0.0557
C 1.8834 -1.0367 -0.0625
H -1.1972 -0.8399 -2.7822
H -1.7268 0.6643 -1.8713
H 0.0084 -1.9352 0.6594
H 2.1650 -0.2454 -0.7556
H 2.2277 -0.7582 0.9335
H 2.3669 -1.9775 -0.3318
*
```

* energy relative to the best compared isomer or geometry (same formula, charge and spin): 186.6 kJ/mol
* E_HOMO: -9.4 eV
* max |F|: 0.073 Eh/bohr
* SMILES string: O=C(O)O.C=C=CC
* orbital gap: 10.0244 eV

***

No. 2
# C57H54GeN7O8Sr

C57H54GeN7O8Sr as an isolated structure in a non-equilibrium geometry (wB97M-V/def2-TZVPD, the Open Molecules 2025 dataset).

The geometry in ORCA input format:
```
! wB97M-V def2-TZVPD RIJCOSX def2/J DEFGRID3
* xyz 0 2
Sr 0.1208 -1.4643 -0.6546
C -3.9095 -2.3279 -2.4948
C -4.0441 -3.1599 -1.2364
C -5.2896 -3.4119 -0.6908
C -5.4212 -4.1111 0.5337
C -4.2685 -4.5723 1.1467
C -3.0152 -4.3056 0.6310
C -1.7939 -4.7949 1.3443
C -2.9043 -3.6429 -0.5883
N -1.6709 -3.3677 -1.2381
C -1.4955 -4.0086 -2.3991
O -2.0661 -4.9948 -2.8465
C -0.4396 -3.4322 -3.3753
C -0.3379 -3.9841 -4.6373
C 0.5460 -3.4001 -5.5392
C 1.3585 -2.3848 -5.0768
C 1.2270 -1.9348 -3.7846
N 0.2834 -2.3835 -2.9943
C 2.0987 -0.8203 -3.2540
O 3.2238 -0.6859 -3.7092
N 1.4142 -0.0172 -2.4260
C 1.7294 1.3464 -2.4929
C 1.8963 2.0135 -1.2578
C 1.8422 1.2419 0.0021
C 2.0267 3.4098 -1.2849
C 2.0076 4.1410 -2.4718
C 1.8570 3.4724 -3.6606
C 1.6923 2.0920 -3.7075
C 1.4638 1.3558 -5.0230
H -4.7577 -1.6999 -2.6702
H -3.7019 -3.0097 -3.3464
H -3.0162 -1.6688 -2.4804
H -6.1827 -3.0791 -1.2235
H -6.4184 -4.3346 0.8693
H -4.3711 -5.2545 2.0032
H -2.1212 -5.5828 2.0407
H -1.3100 -4.0236 1.9165
H -1.0347 -5.2193 0.6982
H -0.9314 -4.8743 -4.8853
H 0.6534 -3.6924 -6.6005
H 2.1269 -1.9662 -5.7051
H 2.1886 1.8485 0.8543
H 2.4871 0.3843 -0.0553
H 0.8084 0.9199 0.2512
H 2.1771 3.9883 -0.3858
H 2.1257 5.2150 -2.4414
H 1.8120 4.0670 -4.5903
H 1.0174 2.0573 -5.7553
H 0.6949 0.5817 -4.8567
H 2.3925 0.9498 -5.3930
C 5.6596 7.1949 -0.5962
O 5.2263 5.8699 -0.8556
C 5.8097 4.8607 -0.1468
C 6.7462 5.0543 0.8951
C 7.2259 3.9025 1.4828
C 6.7122 2.6264 1.1915
C 5.8236 2.4399 0.1346
C 5.3911 3.5744 -0.5095
N 7.4578 1.5609 1.7835
N 6.9608 0.5183 2.1770
C 5.5394 0.3070 2.2341
C 4.8699 0.7895 3.3030
C 3.5481 0.4231 3.5642
C 2.9050 -0.4486 2.7243
O 1.5126 -0.6638 2.8621
C 3.5780 -1.0319 1.6169
N 2.8520 -1.7458 0.6899
C 3.4871 -2.1338 -0.3876
C 4.8390 -1.8757 -0.6848
C 5.5822 -1.1312 0.2081
C 4.9520 -0.6554 1.3765
H 5.0753 7.8431 -1.2660
H 6.7329 7.3583 -0.7550
H 5.4356 7.4716 0.4182
H 7.1754 6.0174 1.1403
H 8.0409 4.0059 2.2000
H 5.5653 1.4604 -0.2264
H 4.7108 3.4995 -1.3611
H 5.3751 1.4734 3.9841
H 3.0383 0.8192 4.4167
H 2.8733 -2.6225 -1.1132
H 5.1936 -2.2844 -1.6062
H 6.6488 -0.9010 0.0686
O -1.2551 0.3495 -1.5367
H -0.5300 0.5922 -2.1365
H -2.0605 0.7146 -1.9482
O 0.9385 -3.8459 -0.2294
H 0.0654 -4.1811 -0.5305
H 1.5565 -4.5669 -0.4130
O -3.7063 1.1266 -2.7804
H -4.3529 0.7220 -2.1837
H -3.9374 2.0681 -2.7568
O 1.8910 -1.9358 4.6434
N 1.0454 -1.5097 3.9662
C -5.0321 -3.5373 4.4089
C -3.6792 -3.3120 4.2336
C -3.1757 -2.2443 3.5102
C -4.0885 -1.3376 2.9644
C -5.4580 -1.5785 3.0954
C -5.9407 -2.6617 3.8144
Ge -3.4573 0.2086 1.9912
C -2.3913 1.4763 2.9673
C -2.5095 1.6146 4.3267
C -1.7335 2.5436 4.9991
C -0.8497 3.3688 4.3231
C -0.6831 3.1693 2.9581
C -1.4801 2.2758 2.3003
C -4.7147 0.9281 0.7442
C -5.5412 0.0138 0.0622
C -6.5448 0.4673 -0.7984
C -6.6803 1.8261 -1.0201
C -5.8325 2.7549 -0.3984
C -4.8274 2.2983 0.4739
H -5.3692 -4.3454 5.0192
H -2.9792 -3.9743 4.7016
H -2.0720 -2.1001 3.4457
H -6.2155 -0.8904 2.7041
H -7.0311 -2.8226 3.8865
H -3.1599 0.9713 4.8736
H -1.8906 2.6328 6.0755
H -0.2243 4.0751 4.8719
H 0.0706 3.7102 2.4171
H -1.3459 2.1479 1.2259
H -5.3354 -1.0157 0.2495
H -7.2042 -0.2439 -1.2634
H -7.4432 2.2079 -1.7155
H -5.9448 3.7939 -0.6477
H -4.2043 2.9942 1.0841
*
```

* E_HOMO (alpha / beta): -6.7 / -7.5 eV
* max |F|: 0.036 Eh/bohr
* <S²>: 0.758
* orbital gap (alpha / beta): 6.0852 / 6.5542 eV

***

No. 3
# C15H22N2O4

One molecule with the formula C15H22N2O4 in a non-equilibrium geometry (wB97M-V/def2-TZVPD, the Open Molecules 2025 dataset).

The geometry in ORCA input format:
```
! wB97M-V def2-TZVPD RIJCOSX def2/J DEFGRID3
* xyz 0 1
O -1.9981 7.5856 1.7479
N -1.4374 6.7777 2.1951
O -1.2022 6.6965 3.4433
C -1.0144 5.6258 1.2854
C -0.3116 4.5566 1.6097
C 0.2371 3.4428 0.9519
C 0.0349 3.4434 -0.3876
O 0.0393 2.4532 -1.2295
C 0.9053 1.4883 -1.0374
C 1.1174 0.5686 -1.9578
C 1.9891 -0.6096 -1.8725
C 1.7614 -1.6395 -0.6795
C 0.3871 -2.2597 -1.0358
N -0.0334 -3.3507 -0.1707
C -0.1138 -3.1958 1.2532
C -0.3788 -4.5270 1.8642
O -1.2224 -5.4304 1.5334
C -1.0779 -5.5827 0.1523
C -0.8526 -4.3344 -0.6578
C -1.0378 4.5632 -0.9066
C -1.4222 5.5492 -0.0681
H 0.0314 4.4096 2.8537
H 0.8979 2.5247 1.5891
H 1.9080 1.6279 -0.2730
H 0.5281 0.9903 -0.0278
H 1.7601 1.1874 -2.6951
H 0.1600 0.1625 -2.3529
H 2.1494 -1.1374 -2.5303
H 2.9112 -0.1732 -1.5857
H 1.7072 -0.9979 0.1435
H 2.4123 -2.3935 -0.6749
H -0.5437 -1.4891 -0.8291
H 0.3358 -2.5321 -2.2016
H 0.5251 -2.5831 1.6495
H -1.2293 -2.6210 1.1842
H -0.4519 -4.3738 2.9788
H 0.7387 -4.9632 1.8787
H -1.8065 -6.1426 -0.4821
H -0.2354 -6.1006 0.0463
H -1.0488 -4.5341 -1.7995
H -1.9848 -3.6694 -0.7152
H -1.2411 4.5030 -1.7385
H -1.8926 6.4848 -0.4511
*
```

* energy relative to the best compared isomer or geometry (same formula, charge and spin): 1902.4 kJ/mol
* E_HOMO: -7.8 eV
* max |F|: 0.349 Eh/bohr
* SMILES string: O=[N+]([O-])c1ccc(OCCCCCN2CCOCC2)cc1
* orbital gap: 7.7784 eV

***

No. 4
# C4H6O2

One molecule with the formula C4H6O2 (wB97M-V/def2-TZVPD, the Open Molecules 2025 dataset).

The geometry in ORCA input format:
```
! wB97M-V def2-TZVPD RIJCOSX def2/J DEFGRID3
* xyz 0 1
C 2.1206 -0.7615 0.0919
C 1.1737 -0.0191 0.1594
C -0.0457 0.8043 0.2045
O -0.4904 1.0421 1.5267
C -1.1215 0.1337 -0.6656
O -1.2909 -1.2352 -0.4007
H 2.9768 -1.3969 0.0266
H 0.1678 1.7856 -0.2385
H -0.0692 0.4017 2.1152
H -2.0807 0.6106 -0.4530
H -0.8756 0.3125 -1.7248
H -0.4648 -1.6779 -0.6419
*
```

* energy relative to the best compared isomer or geometry (same formula, charge and spin): 256.7 kJ/mol
* E_HOMO: -10.1 eV
* max |F|: 0.011 Eh/bohr
* SMILES string: C#C[C@H](O)CO
* orbital gap: 10.9499 eV

***

No. 5
# C19H52N6O4Si2

C19H52N6O4Si2 as an isolated structure in a non-equilibrium geometry (wB97M-V/def2-TZVPD, the Open Molecules 2025 dataset).

The geometry in ORCA input format:
```
! wB97M-V def2-TZVPD RIJCOSX def2/J DEFGRID3
* xyz 0 1
C -0.1953 1.2904 -1.5160
C 0.7235 0.4475 -2.3338
Si 1.1496 0.6906 -4.1976
C -0.3839 0.3667 -5.3815
C -1.2124 -0.9693 -4.8867
C -2.8050 -0.9733 -5.3281
C -3.7625 -0.1555 -4.2288
N -5.1215 0.2168 -4.7789
C -5.7659 1.3548 -3.9655
N -6.4636 1.0671 -2.8171
N -5.6725 2.8179 -4.4120
O 1.9821 2.2124 -4.5632
Si 0.9370 3.6022 -4.3113
H -1.0012 2.0378 -1.9240
H -0.0497 1.2440 -0.3366
H 1.2162 -0.4814 -1.7756
H 2.1194 -0.3774 -4.5530
H -1.0548 1.3167 -5.5217
H 0.1098 0.0858 -6.4314
H -1.1274 -1.1159 -3.7279
H -0.7359 -1.9484 -5.3753
H -3.2385 -2.0763 -5.4180
H -3.0031 -0.4742 -6.3849
H -3.8793 -0.7448 -3.2180
H -3.1515 0.8432 -3.9957
H -5.0061 0.5792 -5.7542
H -6.8747 1.9208 -2.3778
H -5.7655 3.4598 -3.5922
H -6.5062 2.9744 -5.0533
H -0.3345 3.2203 -3.6578
H 1.6495 4.4821 -3.3493
H 0.7355 4.3200 -5.5738
C 2.7540 -0.8148 1.3603
C 1.4260 -1.5676 1.3598
C 1.3825 -2.7466 2.3595
O 2.0988 -3.9098 1.9321
C 3.5001 -3.8480 2.1517
N 1.1283 -2.0118 -0.0093
H 3.5432 -1.3508 0.8256
H 2.6402 0.1561 0.8636
H 3.0991 -0.6266 2.3819
H 0.6514 -0.8532 1.6642
H 0.3382 -3.0658 2.4576
H 1.7062 -2.4389 3.3617
H 3.7523 -3.3070 3.0682
H 3.9927 -3.3946 1.2901
H 3.8743 -4.8722 2.2402
H 0.1957 -2.4254 -0.0234
H 1.7468 -2.8035 -0.2135
C -3.7217 -5.2800 6.1423
C -2.7952 -4.1562 6.5994
C -1.9993 -3.5024 5.4459
O -0.8984 -4.2841 4.9709
C -1.2600 -5.3141 4.0633
N -1.9009 -4.6696 7.6467
H -3.1855 -6.2094 5.9307
H -4.4543 -5.5100 6.9250
H -4.2758 -4.9919 5.2433
H -3.4284 -3.3772 7.0412
H -1.5566 -2.5745 5.8266
H -2.6555 -3.2128 4.6155
H -2.0953 -5.0244 3.4194
H -1.4963 -6.2277 4.6112
H -0.3933 -5.5276 3.4307
H -1.3534 -3.8932 8.0188
H -1.2006 -5.2602 7.1862
C 3.8676 3.9577 -0.7190
C 3.4039 5.4114 -0.6777
C 4.1733 6.2777 0.3463
O 3.7879 6.0642 1.7082
C 4.3794 4.9237 2.3121
N 1.9555 5.4448 -0.4301
H 3.4905 3.3703 0.1229
H 3.5052 3.4693 -1.6314
H 4.9604 3.8932 -0.7196
H 3.5914 5.8370 -1.6711
H 3.9422 7.3291 0.1383
H 5.2593 6.1721 0.2300
H 5.3986 4.7481 1.9561
H 3.7557 4.0451 2.1401
H 4.4146 5.0927 3.3925
H 1.6334 6.4102 -0.5027
H 1.8106 5.2154 0.5587
*
```

* E_HOMO: -9.0 eV
* max |F|: 0.102 Eh/bohr
* orbital gap: 9.6334 eV

***

Which formula does entry 1 have? C5H8O3

***

What is the max |F| in the fourth record? 0.011 Eh/bohr

***

What is the formula in the fifth record? C19H52N6O4Si2

***

max |F| of number 2 (C57H54GeN7O8Sr)? 0.036 Eh/bohr